Below is a molecular structure, C43H46N3P2Tl, with properties calculated with the ωB97M-V functional and the def2-TZVPD basis.

Calculated values
Energy, Ha: -2685.623504
Frontier orbital gap, Ha: 0.252

```
95
Properties=species:S:1:pos:R:3:forces:R:3
Tl -0.4302 -0.1507 -0.3605 -0.121 0.039 -0.003
C -1.1328 3.0758 -2.7680 -0.049 -0.004 -0.028
C -2.6386 2.8188 -2.9068 0.080 -0.024 -0.047
C -3.1265 3.1841 -4.3084 -0.004 0.044 0.025
C -2.9712 1.3908 -2.5277 0.084 0.003 0.003
C -2.6926 0.3155 -3.3677 -0.003 -0.062 -0.052
C -2.9742 -0.9896 -2.9816 -0.018 -0.008 -0.018
C -3.5276 -1.2694 -1.7351 0.059 -0.036 0.031
C -3.8263 -2.6786 -1.2919 0.022 0.067 -0.021
C -3.7780 -0.1947 -0.8863 -0.157 0.005 0.066
C -3.5202 1.1105 -1.2832 -0.053 0.025 0.106
H -0.8946 4.1222 -2.9811 -0.008 -0.058 -0.001
H -0.5730 2.4477 -3.4682 -0.016 0.038 0.045
H -0.7873 2.8407 -1.7579 -0.006 0.004 -0.018
H -3.1533 3.4665 -2.1918 -0.030 0.003 0.033
H -2.5787 2.6312 -5.0754 -0.029 0.014 0.014
H -2.9731 4.2495 -4.4962 0.005 -0.044 -0.017
H -4.1899 2.9655 -4.4236 0.037 0.006 -0.013
H -2.2558 0.4917 -4.3460 -0.024 -0.008 0.055
H -2.7634 -1.8086 -3.6634 0.006 0.052 0.035
H -3.0590 -3.0305 -0.5993 -0.008 -0.003 -0.021
H -3.8506 -3.3629 -2.1415 0.007 0.022 0.022
H -4.7887 -2.7318 -0.7800 0.019 0.002 -0.033
H -4.2081 -0.3816 0.0945 0.040 0.023 -0.058
H -3.7404 1.9301 -0.6060 -0.006 -0.032 -0.020
C -1.6465 1.3955 3.0441 0.025 -0.100 -0.176
P -1.3968 2.2966 1.4624 0.302 0.275 0.088
C 0.1928 3.1624 1.8140 -0.027 0.025 0.052
C 1.3288 2.8517 1.0720 -0.011 0.046 0.029
C 2.5524 3.4556 1.3455 -0.039 -0.024 0.002
C 2.6478 4.3894 2.3648 -0.021 -0.019 -0.005
C 1.5181 4.7206 3.1061 -0.037 -0.024 -0.006
C 0.3025 4.1129 2.8313 0.053 -0.018 -0.005
C -2.5559 3.7118 1.5815 -0.036 -0.013 -0.127
C -3.5589 3.8281 2.5394 -0.019 0.033 0.016
C -4.4391 4.9072 2.5141 0.017 -0.019 -0.007
C -4.3283 5.8795 1.5327 0.018 -0.033 0.005
C -3.3297 5.7742 0.5694 0.016 -0.046 0.018
C -2.4591 4.6966 0.5912 0.004 -0.003 0.044
C -0.7102 0.2252 3.1550 0.093 -0.055 -0.098
C -0.1094 -0.2348 4.3100 0.074 -0.046 -0.008
C 0.6103 -1.4023 3.9501 -0.015 0.041 -0.014
C 0.4074 -1.5828 2.5972 -0.102 0.097 0.067
C 0.9763 -2.6713 1.7369 -0.037 0.207 -0.126
P 2.0747 -1.9247 0.4401 0.153 -0.096 0.229
C 3.4627 -1.3752 1.5028 -0.018 -0.016 0.028
C 4.6137 -2.1204 1.7580 0.005 0.065 0.002
C 5.5781 -1.6421 2.6368 -0.017 0.003 -0.025
C 5.3979 -0.4226 3.2772 -0.016 -0.015 -0.006
C 4.2494 0.3203 3.0385 0.000 -0.016 -0.022
C 3.2907 -0.1514 2.1535 -0.003 -0.025 -0.014
C 2.7894 -3.3684 -0.4343 -0.041 0.032 -0.115
C 3.7757 -3.1277 -1.3965 0.043 -0.047 0.022
C 4.3073 -4.1627 -2.1523 0.070 0.015 0.148
C 3.8446 -5.4623 -1.9738 0.058 0.011 0.104
C 2.8546 -5.7132 -1.0335 0.031 0.046 0.001
C 2.3307 -4.6747 -0.2688 0.015 -0.005 -0.015
N -0.3967 -0.5864 2.0880 0.089 -0.090 0.015
H -2.6920 1.0685 3.0676 -0.014 -0.017 -0.012
H -1.4893 2.0821 3.8773 -0.031 -0.032 0.104
H 1.2658 2.1301 0.2658 -0.002 -0.023 -0.031
H 3.4274 3.1922 0.7629 -0.037 -0.004 0.019
H 3.5990 4.8604 2.5821 -0.031 -0.003 -0.005
H 1.5870 5.4535 3.9013 -0.006 -0.022 -0.026
H -0.5742 4.3825 3.4106 0.013 -0.005 -0.006
H -3.6588 3.0833 3.3197 0.001 0.024 -0.029
H -5.2117 4.9872 3.2699 0.026 -0.016 -0.027
H -5.0165 6.7155 1.5162 0.024 -0.012 -0.002
H -3.2342 6.5316 -0.1998 0.001 -0.027 0.022
H -1.6786 4.6166 -0.1612 -0.054 0.015 0.023
H -0.1924 0.2097 5.2927 -0.002 -0.022 -0.059
H 1.2100 -2.0350 4.5911 -0.042 0.053 -0.029
H 0.1864 -3.2230 1.2216 0.033 -0.013 0.001
H 1.5640 -3.3581 2.3463 -0.028 -0.056 0.057
H 4.7614 -3.0774 1.2712 -0.002 0.016 0.017
H 6.4718 -2.2261 2.8260 -0.046 0.016 -0.014
H 6.1496 -0.0565 3.9665 -0.021 -0.007 -0.024
H 4.0935 1.2675 3.5418 -0.008 -0.032 -0.016
H 2.3850 0.4225 1.9850 0.026 0.013 0.023
H 4.1326 -2.1125 -1.5454 0.000 -0.048 -0.004
H 5.0809 -3.9575 -2.8830 -0.020 0.003 0.019
H 4.2599 -6.2732 -2.5597 -0.012 0.006 0.003
H 2.4933 -6.7245 -0.8848 0.009 0.026 0.010
H 1.5574 -4.8893 0.4590 0.039 0.010 -0.018
C 1.4388 -3.7229 -3.9434 -0.050 -0.076 0.026
N 0.2577 -4.1843 -3.2112 -0.112 0.211 0.020
C -0.0642 -5.6065 -3.2909 0.009 0.091 0.059
C -0.1387 -3.4925 -2.1514 0.226 -0.302 0.116
N -0.4702 -2.9063 -1.2087 -0.121 -0.143 -0.296
H 1.2480 -3.7752 -5.0149 -0.049 -0.008 -0.037
H 2.3078 -4.3378 -3.6971 -0.138 0.065 -0.033
H 1.6547 -2.6935 -3.6699 -0.020 0.016 -0.001
H -0.1736 -5.8848 -4.3382 -0.011 0.010 -0.023
H -1.0029 -5.7980 -2.7766 -0.006 0.017 -0.005
H 0.7236 -6.2151 -2.8389 -0.003 0.024 -0.013
```
Forces are in eV/Å.